Version i
The following is a DFT calculation (ωB97M-V/def2-TZVPD) of one molecule with the formula C6H6O3.

As for the HOMO-LUMO gap: 8.04 eV. As for the structure (SMILES): CC(=O)C1(C)C(=O)C1=O. The spin multiplicity is 1. As for the total charge: 0. The calculation puts the LUMO energy at -1.460 eV. For the HOMO energy, the calculation gives -9.500 eV. The molecular weight comes out at 126.111 g mol⁻¹.

XYZ file:
```
15
Properties=species:S:1:pos:R:3:mulliken_charge:R:1
C -0.891 -1.838 0.026 -1.29
C 0.002 2.004 -0.035 -1.31
C 1.398 -0.130 0.676 0.06
C -1.067 -0.351 0.117 0.67
C 0.254 0.503 -0.060 1.17
C 1.403 -0.119 -0.781 0.12
O 1.876 -0.372 1.745 -0.50
O -2.124 0.199 0.226 -0.53
O 1.889 -0.348 -1.849 -0.49
H -0.552 -2.115 -0.971 0.34
H -1.829 -2.340 0.253 0.36
H -0.153 -2.200 0.740 0.37
H 0.531 2.493 -0.850 0.35
H 0.329 2.429 0.912 0.32
H -1.066 2.184 -0.150 0.36
```

Version ii
The following is a DFT calculation (ωB97M-V/def2-TZVPD) of one molecule with the formula C6H6O3.

As for the HOMO-LUMO gap: 9.05 eV. As for the structure (SMILES): O=C1[C@@H]2C[C@H]1OC=CO2. The spin multiplicity is 1. As for the total charge: 0. The calculation puts the LUMO energy at -0.148 eV. For the HOMO energy, the calculation gives -9.200 eV. The molecular weight comes out at 126.111 g mol⁻¹.

XYZ file:
```
15
Properties=species:S:1:pos:R:3:mulliken_charge:R:1
C -1.034 -0.457 -0.878 0.10
C 0.017 0.764 -1.045 -0.08
C 1.175 -0.297 -1.134 -0.68
C 0.221 -1.323 -0.403 0.05
C -0.169 -0.077 1.700 -0.15
C -0.443 1.180 1.342 -0.01
H -0.047 1.669 -1.665 0.46
H 1.571 -0.486 -2.248 0.27
H 1.836 -0.314 -0.260 0.35
H 0.358 -2.406 -0.578 0.42
H -0.593 -0.250 2.743 0.26
H -0.921 2.041 2.132 0.27
O -2.265 -0.382 -0.858 -0.53
O 0.407 -1.298 1.147 -0.39
O -0.114 1.637 0.005 -0.36
```

Comparing the structures above, version i comes out on top by 2.740 eV.